# 1
This record from OMol25 describes C22H20CuN4S5 as an isolated structure. The level of theory is ωB97M-V/def2-TZVPD.

Results
Electronic energy ... -4700.8418 Eh
Multiplicity ... 2
Molar mass ... 564.3 g/mol
<S²> ... 0.77
Highest occupied orbital energy (spin up / spin down) ... -0.241 / -0.264 Eh
Kohn-Sham gap (spin up / spin down) ... 6.9 / 6.0 eV

Positions of all 52 atoms, in Å:
S 1.738 2.173 1.657
N 0.634 -1.140 0.824
H 1.161 -4.236 -0.333
H 1.417 -0.900 -1.641
S 4.255 -1.638 5.204
C 0.815 -2.143 -0.043
H 1.229 -2.600 -2.084
C 2.773 0.942 2.175
H -3.320 2.814 3.355
N 0.567 1.713 -1.704
C -3.943 0.372 1.106
H -0.951 1.722 -4.689
C -1.594 0.732 -2.225
N -1.280 -0.387 -1.363
C -0.618 -1.504 -2.035
C -3.168 2.087 2.570
C 1.655 2.416 -2.016
H -5.195 1.368 2.536
C 0.607 -1.412 2.130
H -3.276 -1.024 -0.992
S 3.738 0.125 -0.282
N -1.668 1.064 1.016
C -2.659 0.281 0.585
C 0.940 2.670 -4.273
H 1.085 3.036 -5.281
H 2.364 2.557 -1.209
H -1.231 -2.409 -1.948
C 3.551 0.081 1.372
S 2.868 0.635 3.894
H -2.026 -1.668 0.067
H 2.783 3.475 -3.494
H -2.158 0.429 -3.120
C -2.344 -0.766 -0.463
C 1.000 -3.450 0.393
S 4.372 -1.194 2.266
H -4.726 -0.268 0.719
C -0.193 1.940 -3.948
C -0.350 1.483 -2.649
H -0.542 -1.284 -3.103
C 1.881 2.916 -3.289
C 0.798 -2.682 2.643
H -2.226 1.427 -1.666
C 0.794 -1.786 -1.501
H 1.175 -4.730 2.107
H 0.806 -2.840 3.713
H 0.445 -0.564 2.785
C 3.859 -0.785 3.863
Cu 0.355 0.898 0.216
C 1.004 -3.722 1.750
H -1.077 2.545 2.307
C -4.201 1.283 2.115
C -1.922 1.945 1.987

# 2
This record from OMol25 describes C7H14Br2O2Si as an isolated structure. The level of theory is ωB97M-V/def2-TZVPD.

Results
Electronic energy ... -5862.9443 Eh
Multiplicity ... 3
Molar mass ... 318.1 g/mol
<S²> ... 2.01
Highest occupied orbital energy (spin up / spin down) ... -0.144 / -0.342 Eh
Kohn-Sham gap (spin up / spin down) ... 4.4 / 7.3 eV

Positions of all 26 atoms, in Å:
H -0.096 2.023 -1.767
H -0.431 2.104 0.883
H -2.222 0.590 0.089
H -3.129 -0.862 0.116
C 2.662 -0.163 -0.147
O 1.698 1.875 0.330
H 0.646 3.677 -1.684
Br 2.832 -2.012 -0.348
H -1.516 -2.514 -1.689
H -0.970 3.316 -0.906
H 0.198 -2.572 -1.902
C -0.124 -2.539 1.745
C -2.330 -0.317 0.585
C -0.695 -1.895 -1.443
H 0.784 3.441 0.896
Br 4.339 0.725 -0.217
C 1.550 0.488 0.173
Si -0.646 -1.326 0.380
O 0.386 0.029 0.472
H 0.270 -3.476 1.151
C 0.464 2.607 0.362
H -2.546 -0.113 1.548
H 0.479 -2.025 2.410
H -1.000 -2.939 2.175
H -0.575 -1.098 -2.150
C -0.028 2.974 -1.064

# 3
This record from OMol25 describes a 2-piece molecular cluster, C12H17IN5O7P2S overall. The level of theory is ωB97M-V/def2-TZVPD.

Results
Electronic energy ... -2646.5886 Eh
Molar mass ... 564.2 g/mol
Highest occupied orbital energy ... -0.099 Eh
Kohn-Sham gap ... 2.5 eV
Net charge ... -1

Positions of all 45 atoms, in Å:
C 1.310 -0.874 -0.622
C -0.930 -2.035 -0.662
H -1.645 6.621 -2.239
N -1.913 -3.880 -0.205
N -2.264 -3.022 0.692
H 4.475 -1.101 2.080
N 3.860 0.362 0.674
C -2.354 4.944 -1.158
C -2.023 3.484 -0.791
H 4.705 0.213 0.132
H 3.500 -2.945 1.098
H -0.812 1.916 -1.094
H 1.215 -2.162 1.140
N -1.108 -3.321 -1.037
H 3.845 -1.967 -0.343
C 3.598 -0.831 1.475
O -0.635 -0.375 2.380
O -1.564 0.597 0.303
H -2.229 1.468 0.199
O -3.379 5.474 -0.681
O -3.270 -5.054 1.836
C -0.937 2.923 -1.399
H 2.780 -0.619 2.172
O 0.489 5.574 -3.413
N -1.676 -1.841 0.429
C 3.255 -2.016 0.576
C 1.773 -2.090 0.192
H -2.382 -5.406 1.679
O 0.875 2.836 -2.869
C -1.437 5.577 -2.029
H 4.056 1.157 1.271
O -2.711 2.760 0.044
H 1.622 -3.016 -0.375
P -3.363 -3.476 2.110
P -1.904 -0.355 1.428
H 0.139 -1.497 -2.344
H 2.072 -0.613 -1.352
H -0.514 -0.103 -1.484
C -0.046 3.475 -2.332
C -0.298 4.985 -2.650
S -3.598 -0.300 2.266
H 1.176 -0.032 0.057
I -1.675 -3.234 3.920
C -0.040 -1.079 -1.353
H -0.037 -1.125 2.275

# 4
This record from OMol25 describes a single C2H2N3P molecule. The level of theory is ωB97M-V/def2-TZVPD.

Results
Electronic energy ... -582.9474 Eh
Molar mass ... 99.0 g/mol
Highest occupied orbital energy ... -0.363 Eh
Kohn-Sham gap ... 10.1 eV
SMILES ... N#CN=C=NP

Positions of all 8 atoms, in Å:
N 1.422 0.197 3.409
C 0.433 -0.144 0.203
H -1.689 -0.789 -2.488
N -0.263 -0.585 -0.712
C 1.407 0.208 2.265
H -1.829 0.794 -1.626
N 1.259 0.063 0.999
P -0.741 0.257 -2.049

# 5
This record from OMol25 describes C20H23PPtSe2 as an isolated structure. The level of theory is ωB97M-V/def2-TZVPD.

Results
Electronic energy ... -6039.2461 Eh
Multiplicity ... 3
Molar mass ... 647.4 g/mol
<S²> ... 2.01
Highest occupied orbital energy (spin up / spin down) ... -0.230 / -0.285 Eh
Kohn-Sham gap (spin up / spin down) ... 6.5 / 6.4 eV

Positions of all 47 atoms, in Å:
C 0.610 -2.742 -1.291
H 0.456 2.391 2.780
H -1.400 4.597 2.372
H 2.415 -2.680 -0.103
C -2.696 -1.661 1.089
C -0.043 -3.270 -2.418
H 3.378 3.829 1.334
H -1.515 2.943 1.797
H -4.584 -1.742 2.129
H -2.712 -5.548 1.322
H -1.030 -2.897 -2.699
C 1.264 3.197 -1.342
H -2.688 -0.574 0.985
C -3.759 -2.318 1.710
C 2.689 3.176 0.798
C -2.705 -4.460 1.263
Se -1.143 -0.020 -1.628
P -0.289 -1.538 -0.301
C -0.877 3.835 1.808
C 1.290 3.358 1.213
H 2.460 4.821 -0.657
C 2.526 -4.146 -1.710
Pt 0.460 1.628 -0.641
H -0.181 5.269 0.258
C -0.174 3.412 -0.816
C 2.553 3.721 -0.713
H -1.756 4.573 -0.009
C 0.587 -4.260 -3.173
C 1.864 -4.704 -2.811
H 0.658 4.044 3.484
C -0.729 4.325 0.299
H -0.799 -4.386 0.234
C 0.502 3.479 2.553
C -1.627 -2.406 0.562
H 0.076 -4.683 -4.038
H 3.526 -4.490 -1.440
C 1.910 -3.147 -0.952
H 3.037 2.154 0.904
C -3.766 -3.717 1.792
Se 0.964 -0.284 0.958
C -1.628 -3.811 0.651
H 1.312 3.078 -2.433
H 1.271 4.461 0.999
H -0.887 3.420 -1.670
H 2.348 -5.487 -3.397
H 3.434 3.488 -1.318
H -4.604 -4.229 2.268

# 6
This record from OMol25 describes a 6-piece molecular cluster, C47H49N3O25 overall. The level of theory is ωB97M-V/def2-TZVPD.

Results
Electronic energy ... -3865.5580 Eh
Molar mass ... 1055.9 g/mol
Highest occupied orbital energy ... -0.345 Eh
Kohn-Sham gap ... 7.4 eV
SMILES ... CCOCCOCC1=C(CCCCO)C(=O)C=C(CC(N)(N)N)C1=O.O=C1C=C(O)C(=O)C=C1O.O=C1C=C(O)C(=O)C=C1O.O=C1C=C(O)C(=O)C=C1O.O=C1C=C(O)C(=O)C=C1O.O=C1C=C(O)C(=O)C=C1O

Positions of all 124 atoms, in Å:
H 2.704 3.142 1.861
H -7.229 -2.282 1.097
O -7.839 -3.044 1.155
C 7.166 3.362 -3.784
H 5.023 1.828 3.834
C 7.485 5.783 -9.563
O 6.994 4.883 -7.439
H -2.441 3.500 3.767
C -7.242 -2.396 3.392
H -7.635 -10.027 5.765
H -4.252 -1.088 3.244
H -8.959 -4.602 6.627
N -3.381 -1.015 3.779
O 7.916 6.466 -11.758
H -3.821 1.071 2.013
O 6.557 2.410 -8.302
C 7.307 4.163 -11.434
H -10.406 -13.304 4.741
C -10.477 -9.094 3.984
H -9.244 -7.174 4.338
C 3.655 -0.188 0.800
H -9.318 -4.939 2.236
C -0.924 0.017 -3.484
C 5.427 0.297 2.306
H 2.085 -0.336 -0.593
H 1.785 2.990 -0.401
H 3.479 4.446 3.697
O 6.810 2.761 0.326
C 7.893 4.271 -2.834
H -12.028 -10.470 3.309
C 3.645 4.926 2.728
H 7.909 6.024 -12.630
H 3.501 6.008 2.742
C -8.772 -4.284 2.902
C 5.301 0.777 3.752
H 3.341 4.280 0.721
H -6.866 -1.948 5.490
C -2.006 2.142 2.272
O -9.593 -5.408 4.801
C 1.083 2.224 -0.049
C 6.959 3.096 -10.504
O -11.026 -12.709 4.274
C 5.110 4.673 2.365
H -3.080 -1.984 3.876
C -0.715 -0.554 -4.853
O -1.027 5.453 2.825
C 7.740 4.034 -1.403
O 6.005 4.987 3.449
C -2.628 -1.646 -3.035
H -2.805 -1.987 1.740
O -6.536 -1.522 2.923
O -10.974 -8.080 3.535
H 7.900 4.415 -5.127
H 4.652 0.139 4.353
H -1.331 -2.129 -6.227
C 6.287 2.095 -1.917
H -1.552 -1.133 1.182
H 6.223 1.976 0.370
C 6.868 3.351 -9.193
C 0.059 2.777 0.898
H 1.237 5.616 2.184
O 7.391 3.999 -12.636
C -1.822 -0.497 -2.635
O 4.399 0.825 1.467
C -7.399 -2.611 4.823
O -8.728 -12.405 5.595
C -2.441 -0.316 2.858
O 0.106 -0.030 -5.585
C 2.657 0.486 -0.136
H 6.782 2.113 -10.916
C 7.113 4.720 -8.639
C 6.987 3.016 -0.968
C -8.578 -10.081 5.240
C -2.998 1.116 2.734
C 1.396 4.853 1.416
H 5.890 1.680 -4.019
C -7.993 -3.292 2.452
H -3.707 -3.462 -3.926
H 5.429 5.274 1.504
N -1.114 -0.359 3.497
H 7.675 6.763 -9.149
C -8.181 -3.601 5.271
O 8.573 5.168 -3.293
C -2.400 -2.233 -4.396
C -10.502 -11.488 4.376
H -0.634 -1.189 3.158
C 2.790 4.212 1.670
H 5.359 -0.794 2.309
N -2.484 -1.039 1.577
O -8.356 -3.836 6.570
C -9.165 -8.999 4.709
H 6.560 2.855 -7.429
O 7.314 3.633 -5.079
O -8.623 -7.787 4.794
H 6.389 0.645 1.915
H 4.286 -0.914 0.278
C -9.205 -11.390 5.122
H 6.294 0.687 4.206
H 5.286 3.627 2.110
C 6.417 2.343 -3.346
C -1.171 1.917 1.055
C -0.883 4.333 2.453
C 0.230 3.911 1.533
H 1.399 5.408 0.476
C -1.503 -1.716 -5.243
O 5.633 1.183 -1.446
O -3.143 -3.296 -4.706
O -0.159 1.066 -3.172
O 1.784 1.230 0.691
C -11.092 -10.410 3.847
H 3.176 1.099 -0.878
O -3.471 -2.152 -2.318
C 7.579 5.529 -10.874
C -8.910 -4.513 4.332
O -1.431 1.134 0.202
H 8.252 4.705 -0.728
C -1.855 3.282 2.882
H 0.604 1.786 -0.928
H -1.287 -0.564 4.479
H -1.983 -0.093 -1.645
H 5.478 5.515 4.061
H 0.396 1.231 -3.959
H 3.046 -0.689 1.568
H -3.450 1.372 3.693

# 7
This record from OMol25 describes an isolated ion of composition C9H15N3O2 and charge +2. The level of theory is ωB97M-V/def2-TZVPD.

Results
Electronic energy ... -665.7299 Eh
Molar mass ... 197.2 g/mol
Highest occupied orbital energy (spin up / spin down) ... -0.603 / -0.603 Eh
Kohn-Sham gap (spin up / spin down) ... 7.8 / 7.8 eV
Net charge ... +2

Positions of all 29 atoms, in Å:
H -0.769 -3.384 -0.938
H 1.872 2.622 0.994
H 1.567 0.856 1.613
H -3.757 -3.580 -0.747
C 2.478 1.354 -0.375
H -2.297 -3.984 0.076
O -2.744 -1.937 -0.682
C -0.047 1.662 0.810
H -0.778 4.002 2.692
H -2.434 0.286 -0.905
H 3.561 1.446 0.150
N -1.445 -1.524 -0.703
N 0.904 -1.955 -1.016
C -1.442 -0.060 -0.919
C -0.433 -2.347 -0.896
C -2.755 -3.399 -0.781
O -0.739 2.469 1.613
C 1.516 1.682 0.823
C 1.321 -0.727 -0.733
H 3.309 -0.340 -1.103
H -2.596 -3.644 -1.851
H 2.236 1.870 -1.229
H 0.736 4.040 2.007
C -0.727 0.823 0.045
H 0.462 2.850 3.486
H -1.056 0.314 -1.880
H 1.647 -2.610 -1.376
C -0.038 3.339 2.524
N 2.446 -0.124 -0.700

# 8
This record from OMol25 describes a single C3H3NO molecule. The level of theory is ωB97M-V/def2-TZVPD.

Results
Electronic energy ... -246.0092 Eh
Molar mass ... 69.1 g/mol
Highest occupied orbital energy ... -0.383 Eh
Kohn-Sham gap ... 11.1 eV
SMILES ... C=COC#N

Positions of all 8 atoms, in Å:
C -0.730 0.228 -0.063
H -0.634 1.358 -0.163
C -3.174 -0.015 0.021
C 0.404 -0.480 0.033
H 0.546 -1.480 0.259
H 1.245 0.222 -0.066
O -2.064 -0.580 -0.015
N -4.262 0.286 0.013

# 9
This record from OMol25 describes a 9-piece molecular cluster, C17H57N22O13PS2 overall. The level of theory is ωB97M-V/def2-TZVPD.

Results
Electronic energy ... -4002.8319 Eh
Molar mass ... 872.9 g/mol
Highest occupied orbital energy ... -0.307 Eh
Kohn-Sham gap ... 8.3 eV
SMILES ... N=P(O)(O)[C@@H](NCC(=O)O)[C@@](CCN)(CC(N)(N)N)OC(S)S.NC(N)=O.NC(N)=O.NC(N)=O.NC(N)=O.NC(N)=O.NC(N)=O.NC(N)=O.NC(N)=O

Positions of all 112 atoms, in Å:
H -5.224 -2.424 1.110
H -2.495 -6.385 4.560
H -1.639 2.184 -4.692
N 0.781 1.527 -1.096
H 3.556 5.630 0.031
H 5.002 2.547 0.935
N -1.328 1.657 -2.022
N 5.146 1.474 -3.626
H 1.830 5.544 5.243
H -8.538 -7.466 -1.447
H 5.139 4.306 5.470
N -1.931 3.141 -4.766
N -4.180 -0.491 1.887
H 0.614 0.573 -0.826
C 3.630 5.024 4.318
O 4.235 4.946 3.258
C -2.761 3.459 -5.800
N 2.347 5.477 4.388
H -3.713 5.049 -6.636
O 0.393 -1.238 0.386
O 0.046 3.445 -2.078
H 2.303 -3.615 1.607
C 3.799 3.587 -0.308
N 4.198 4.653 5.502
O -6.466 -6.262 -0.796
H 0.154 -4.376 2.079
N -5.225 -1.164 3.944
H 9.668 5.964 1.825
N 9.217 5.087 1.650
C 4.569 1.951 -4.774
H 6.073 1.103 -3.695
H 3.423 3.564 -8.901
O -3.169 2.629 -6.598
N 0.389 -3.448 2.381
H -8.170 -7.583 -3.132
O 7.379 3.758 1.750
C -2.233 -3.340 -0.041
S -3.736 -4.322 -0.456
H 3.723 4.701 6.382
H -6.158 -2.583 2.421
H -0.730 -4.130 6.236
H -1.563 3.807 -4.108
H 2.861 2.833 -5.437
O -2.227 -2.590 1.121
H -2.775 5.479 -5.247
C -6.753 -6.621 -1.924
N 2.535 3.169 -9.152
H 2.686 4.956 -1.312
H 9.731 4.352 1.202
H -1.500 -4.916 3.342
H -2.019 2.215 -2.487
H 1.668 1.958 -0.881
H 1.996 -2.136 2.495
N -3.385 -5.908 4.587
S -0.713 -4.348 -0.379
H 7.639 6.748 2.772
N -1.281 -3.531 5.633
H -4.134 -4.631 0.783
H 2.379 2.866 -10.093
H -4.321 -4.329 3.618
C -2.324 -4.572 2.703
O 1.843 3.406 -7.013
H -3.649 0.224 2.374
H -1.545 0.710 -1.773
H 1.464 -3.557 4.752
H -4.611 -0.802 4.670
P -0.431 -2.564 4.774
H 4.680 1.511 -2.735
N -7.917 -7.282 -2.211
H -5.072 -5.900 -2.805
O 2.141 -2.266 -0.532
N 3.323 2.474 -4.614
C 1.545 -2.843 1.781
H 0.071 -0.453 4.898
O -0.658 -1.021 5.180
H -0.267 2.345 -7.794
C -0.138 2.277 -1.742
H -0.567 -1.610 2.579
O 1.178 -2.653 4.935
N -5.930 -6.387 -2.991
N 4.625 3.456 0.748
H -3.409 -5.318 5.406
H -5.092 -0.085 1.691
C -4.405 -1.621 2.780
C -3.048 -2.136 3.333
C 7.914 4.828 1.975
H -4.130 -5.767 2.659
C 1.613 3.034 -8.153
H 3.000 -2.572 -0.212
C -0.674 -2.644 2.934
H -2.234 -2.589 -0.836
H 4.886 4.211 1.353
N -3.107 4.781 -5.885
H 2.865 2.523 -3.721
H 1.905 5.742 3.527
N 7.234 5.853 2.577
O 3.469 2.649 -1.039
N 3.317 4.842 -0.540
H -6.142 -6.668 -3.929
H -2.483 -1.217 3.535
H -1.315 -5.482 -0.749
O 5.148 1.909 -5.854
H -5.680 -1.967 4.373
N 0.429 2.457 -8.509
C -3.611 -5.113 3.373
C -2.121 -3.055 2.476
N -5.195 -2.635 2.103
H 6.275 5.677 2.834
C 1.292 -2.044 0.501
H 0.225 2.145 -9.438
H -3.245 -2.640 4.280
H -2.185 -5.114 1.763

# 10
This record from OMol25 describes C3H5N2 as an isolated structure. The level of theory is ωB97M-V/def2-TZVPD.

Results
Electronic energy ... -226.2694 Eh
Multiplicity ... 3
Molar mass ... 69.1 g/mol
<S²> ... 2.01
Highest occupied orbital energy (spin up / spin down) ... -0.507 / -0.608 Eh
Kohn-Sham gap (spin up / spin down) ... 10.5 / 7.6 eV
Net charge ... +1

Positions of all 10 atoms, in Å:
H -0.407 -0.129 2.031
H -0.498 -1.661 -1.840
C -0.245 0.350 1.043
H -1.065 1.134 0.717
H 1.890 0.992 0.983
N -0.415 -0.691 0.088
C -0.372 -0.546 -1.326
H -0.824 0.253 -1.824
C 0.866 -0.348 -0.373
N 1.070 0.646 0.501

# 11
This record from OMol25 describes a 2-piece molecular cluster, C4H8NO3 overall. The level of theory is ωB97M-V/def2-TZVPD.

Results
Electronic energy ... -437.7815 Eh
Molar mass ... 118.1 g/mol
Highest occupied orbital energy ... -0.153 Eh
Kohn-Sham gap ... 7.7 eV
Net charge ... -1

Positions of all 16 atoms, in Å:
C -0.637 0.741 2.174
H -1.609 -1.237 -0.953
H 1.345 0.576 1.453
H 0.670 -1.024 1.936
C -0.645 -0.741 -0.859
H 0.975 0.789 -3.332
H 1.237 0.200 3.151
O -1.582 0.143 2.727
C -0.020 -0.615 -2.210
H 0.408 1.394 -1.857
N 0.632 0.573 -2.407
O -0.030 -1.490 -3.057
H -0.781 0.198 -0.318
C 0.750 0.027 2.186
O -0.662 1.839 1.561
H -0.052 -1.374 -0.196

Which of these has the highest electronic energy? C3H5N2